# 1
DFT (wB97M-V/def2-TZVPD) results for a 2-piece molecular cluster, C30H29NO4 overall.

Results
**Electronic energy**: -1516.2644 Eh
**Largest force on an atom**: 2.9 eV/Å
**Relative energy (zero: lowest compared OMol25 entry of this formula, charge and spin)**: 7.7 kcal/mol
**HOMO-LUMO gap**: 4.92 eV

Structure (ORCA input):
```
! RIJCOSX wB97M-V def2-TZVPD def2/J DEFGRID3
* xyz 0 1
C -0.380 2.944 3.337
C -1.244 3.078 2.103
C -2.243 4.202 2.338
O -0.430 3.359 0.959
C 0.475 2.318 0.697
O 1.624 2.605 0.388
C -0.048 0.987 0.784
C 0.835 -0.161 0.835
C 1.620 -0.230 2.130
C 1.145 -0.903 3.251
C 1.981 -1.004 4.371
C 3.245 -0.390 4.362
C 3.677 0.333 3.244
C 2.820 0.475 2.158
C -1.387 0.797 1.337
O -1.936 -0.303 1.390
O -2.029 1.901 1.833
H 0.302 2.086 3.299
H 0.194 3.872 3.441
H -1.044 2.845 4.200
H -2.942 4.285 1.505
H -2.792 3.944 3.255
H -1.697 5.138 2.486
H 0.191 -1.042 0.686
H 1.582 -0.030 0.061
H 0.138 -1.326 3.223
H 1.648 -1.570 5.241
H 3.894 -0.457 5.238
H 4.665 0.800 3.199
H 3.059 1.129 1.317
C -1.279 -1.918 -3.221
C -1.583 -0.507 -2.920
N -2.744 0.095 -3.279
C -2.751 1.439 -2.888
C -1.504 1.705 -2.272
C -1.197 2.991 -1.859
C -2.128 4.007 -2.093
C -3.356 3.739 -2.726
C -3.681 2.441 -3.153
C -0.743 0.460 -2.315
C 0.586 0.262 -1.913
C 1.659 1.152 -2.241
C 1.510 2.193 -3.195
C 2.490 3.164 -3.341
C 3.655 3.114 -2.570
C 4.639 4.243 -2.578
C 3.897 1.993 -1.768
C 2.935 1.011 -1.625
H -0.196 -2.059 -3.184
H -1.729 -2.584 -2.473
H -1.649 -2.224 -4.210
H -3.498 -0.382 -3.763
H -0.237 3.174 -1.380
H -1.874 5.022 -1.787
H -4.054 4.558 -2.897
H -4.588 2.205 -3.707
H 0.844 -0.758 -1.615
H 0.606 2.243 -3.810
H 2.321 4.004 -4.017
H 5.440 4.037 -1.866
H 5.092 4.351 -3.568
H 4.192 5.209 -2.315
H 4.822 1.948 -1.191
H 3.160 0.135 -1.006
*
```


# 2
DFT (wB97M-V/def2-TZVPD) results for the molecule C2HNO2.

Results
**Electronic energy**: -281.7798 Eh
**Largest force on an atom**: 3.2 eV/Å
**Relative energy (zero: lowest compared OMol25 entry of this formula, charge and spin)**: 172.8 kcal/mol
**Structure (SMILES)**: O=NC1=CO1
**HOMO-LUMO gap (alpha / beta)**: 8.06 / 9.00 eV

Structure (ORCA input):
```
! RIJCOSX wB97M-V def2-TZVPD def2/J DEFGRID3
* xyz 0 1
C 0.872 -0.210 1.071
C -0.068 0.307 -0.063
N -0.655 0.428 -1.139
O -0.879 0.787 -2.245
O -0.512 -0.072 1.189
H 1.241 -1.241 1.188
*
```


# 3
DFT (wB97M-V/def2-TZVPD) results for C61H58BF9N2O3S as an isolated structure.

Results
**Electronic energy**: -4016.4126 Eh
**Largest force on an atom**: 1.2 eV/Å
**HOMO-LUMO gap**: 8.05 eV

Structure (ORCA input):
```
! RIJCOSX wB97M-V def2-TZVPD def2/J DEFGRID3
* xyz 0 1
C 4.410 3.471 3.735
C 3.661 2.529 2.772
C 2.170 2.418 3.039
C 1.261 3.386 2.714
B 1.835 4.716 2.037
O 1.837 4.926 0.683
O 2.311 5.686 2.863
C -0.150 3.233 2.959
C -1.006 4.396 2.526
C -1.033 5.483 3.624
F -2.291 4.042 2.165
C -0.623 2.098 3.558
C -2.074 1.838 3.885
C -2.802 1.217 2.656
C -4.259 1.663 2.494
O -5.216 0.631 2.725
C 0.306 1.080 3.917
N 0.006 -0.065 4.526
S 1.384 -0.864 4.727
N 2.419 0.178 4.067
C 1.704 1.222 3.661
H 4.790 4.320 3.170
H 5.290 2.997 4.155
H 3.776 3.891 4.506
H 4.079 1.533 2.892
H 3.786 2.802 1.726
H 1.602 4.107 0.223
H 2.599 6.458 2.358
H -0.563 4.857 1.644
H -0.275 5.281 4.371
H -0.812 6.450 3.184
H -2.030 5.514 4.056
H -2.563 2.760 4.170
H -2.160 1.107 4.682
H -2.690 0.132 2.633
H -2.268 1.586 1.785
H -4.466 2.452 3.218
H -4.368 2.111 1.515
H -4.756 -0.210 2.682
F 1.802 2.295 0.220
C 1.622 1.188 -0.552
C 2.256 0.022 -0.180
C 2.066 -1.111 -0.958
C 1.260 -1.058 -2.088
C 0.637 0.131 -2.440
C 0.812 1.268 -1.665
H 2.883 0.006 0.702
H 2.548 -2.039 -0.680
H 1.118 -1.940 -2.687
H 0.010 0.173 -3.322
H 0.327 2.203 -1.915
F 1.711 11.025 2.400
C 2.356 10.502 1.341
C 2.070 9.208 0.954
C 2.733 8.673 -0.142
C 3.674 9.431 -0.826
C 3.949 10.729 -0.417
C 3.284 11.274 0.672
H 1.336 8.633 1.505
H 2.514 7.661 -0.460
H 4.192 9.009 -1.677
H 4.684 11.319 -0.947
H 3.479 12.286 1.002
F 0.339 -2.660 -4.515
C 1.198 -3.027 -5.496
C 1.707 -2.068 -6.346
C 2.588 -2.466 -7.342
C 2.937 -3.805 -7.476
C 2.409 -4.752 -6.608
C 1.535 -4.358 -5.605
H 1.417 -1.032 -6.229
H 3.004 -1.728 -8.015
H 3.622 -4.109 -8.255
H 2.675 -5.790 -6.706
H 1.117 -5.075 -4.911
F 0.077 -7.077 -3.761
C 0.244 -6.613 -2.504
C 1.036 -7.322 -1.624
C 1.211 -6.838 -0.335
C 0.587 -5.660 0.056
C -0.209 -4.963 -0.842
C -0.380 -5.437 -2.135
H 1.508 -8.241 -1.948
H 1.834 -7.377 0.363
H 0.722 -5.286 1.062
H -0.698 -4.047 -0.538
H -0.989 -4.901 -2.851
F -4.337 3.966 8.023
C -5.423 3.918 7.226
C -6.485 4.759 7.491
C -7.599 4.710 6.666
C -7.640 3.822 5.599
C -6.562 2.982 5.354
C -5.441 3.031 6.169
H -6.435 5.439 8.331
H -8.437 5.367 6.856
H -8.512 3.785 4.960
H -6.592 2.285 4.525
H -4.587 2.389 5.990
F -3.973 1.419 -0.622
C -5.083 1.724 -1.327
C -4.977 1.915 -2.690
C -6.120 2.224 -3.412
C -7.343 2.344 -2.766
C -7.424 2.149 -1.393
C -6.288 1.831 -0.663
H -4.013 1.824 -3.172
H -6.056 2.372 -4.482
H -8.232 2.588 -3.332
H -8.376 2.243 -0.888
H -6.332 1.664 0.406
F 3.477 -6.669 -8.586
C 2.485 -7.444 -9.078
C 1.307 -6.845 -9.476
C 0.291 -7.642 -9.981
C 0.462 -9.017 -10.073
C 1.655 -9.597 -9.662
C 2.680 -8.807 -9.163
H 1.193 -5.772 -9.388
H -0.637 -7.189 -10.303
H -0.334 -9.636 -10.464
H 1.788 -10.668 -9.729
H 3.619 -9.237 -8.844
F 2.420 -8.489 2.134
C 3.240 -7.990 3.084
C 2.998 -6.724 3.577
C 3.840 -6.216 4.555
C 4.909 -6.971 5.017
C 5.135 -8.241 4.503
C 4.294 -8.761 3.531
H 2.163 -6.150 3.198
H 3.661 -5.227 4.956
H 5.566 -6.569 5.777
H 5.970 -8.829 4.860
H 4.447 -9.751 3.123
*
```


Among the records above, which one has the lowest largest force on an atom?
C61H58BF9N2O3S